A gas-phase ion, C5H8O2P (charge -1) at a distorted geometry, computed with ωB97M-V/def2-TZVPD.

Its HOMO energy is -4.79 eV. Its orbital gap is 8.500 eV. Its charge is -1. The energy above the lowest of the compared OMol25 structures with the same formula, charge and spin comes out at 2.198 eV. As for the structure (SMILES): O=[P@@H]([O-])CCC1=CC1. The value obtained for the total energy is -18697.9170 eV.

Element x y z (Å)
1 C -0.89 -2.11 -0.99
2 C -0.63 -1.15 -0.17
3 C 0.31 -0.24 0.53
4 C 0.14 1.24 0.50
5 C -2.03 -1.72 -0.13
6 O 2.83 1.91 0.83
7 O 2.01 1.17 -1.41
8 P 1.74 1.90 -0.18
9 H -0.68 -2.66 -1.75
10 H 0.30 -0.67 1.58
11 H 1.33 -0.34 0.05
12 H -0.77 1.40 -0.08
13 H 0.11 1.73 1.44
14 H 1.30 3.20 -0.55
15 H -2.15 -2.48 0.60
16 H -2.92 -1.18 -0.27

natural (NBO) population analysis, charges in e, atoms 1 to 8:
1. C -0.217
2. C 0.121
3. C -0.470
4. C -0.790
5. C -0.471
6. O -1.179
7. O -1.197
8. P 2.044


A molecular structure, C36H57BaBrN4O8P2, computed with ωB97M-V/def2-TZVPD.

Its HOMO energy is -12.60 eV. Its orbital gap is 8.449 eV. Its charge is +2. The energy above the lowest of the compared OMol25 structures with the same formula, charge and spin comes out at 0.000 eV. The value obtained for the total energy is -149910.7246 eV.

Element x y z (Å)
1 Ba -0.20 0.63 -0.02
2 C -2.92 -1.40 -1.78
3 C -3.40 -1.25 -0.49
4 C -3.60 0.02 0.03
5 C -3.32 1.14 -0.74
6 C -2.82 0.99 -2.03
7 C -2.63 -0.29 -2.55
8 H -2.80 -2.39 -2.21
9 H -3.64 -2.12 0.12
10 H -4.00 0.14 1.04
11 H -3.48 2.14 -0.35
12 H -2.59 1.86 -2.63
13 H -2.27 -0.41 -3.56
14 C 2.43 1.09 -2.83
15 O 1.43 1.82 -2.10
16 C 1.58 3.18 -2.04
17 C 2.70 3.87 -2.46
18 C 2.76 5.25 -2.28
19 Br 4.30 6.18 -2.85
20 C 1.72 5.94 -1.69
21 C 0.57 5.25 -1.28
22 C 0.50 3.87 -1.46
23 O -0.59 3.15 -1.09
24 C -0.57 5.91 -0.65
25 N -1.60 5.23 -0.18
26 C -2.48 6.18 0.32
27 C -3.72 6.02 0.94
28 C -4.38 7.16 1.34
29 C -3.82 8.44 1.15
30 C -2.59 8.61 0.54
31 C -1.94 7.45 0.14
32 N -0.72 7.24 -0.49
33 H 2.48 1.45 -3.86
34 H 2.12 0.05 -2.79
35 H 3.41 1.20 -2.35
36 H 3.54 3.36 -2.91
37 H 1.80 7.01 -1.55
38 H -1.21 3.81 -0.65
39 H -4.16 5.04 1.08
40 H -5.34 7.08 1.82
41 H -4.37 9.31 1.48
42 H -2.17 9.59 0.39
43 H -0.09 7.96 -0.82
44 N 1.97 2.10 1.18
45 C 2.03 2.37 2.64
46 C 0.90 3.28 3.12
47 C -0.47 2.63 3.31
48 N -1.20 2.44 2.04
49 H 2.83 1.62 0.91
50 H 2.00 2.99 0.69
51 H 2.98 2.84 2.90
52 H 1.98 1.42 3.16
53 H 0.81 4.15 2.47
54 H 1.21 3.67 4.09
55 H -1.04 3.25 4.01
56 H -0.34 1.65 3.78
57 H -1.33 3.36 1.61
58 H -2.14 2.12 2.27
59 C 0.97 -4.33 -4.88
60 C 0.91 -3.09 -4.02
61 C 0.11 -1.97 -4.63
62 O 0.26 -3.49 -2.76
63 P 0.74 -2.92 -1.37
64 O 0.83 -1.44 -1.28
65 C -0.49 -3.66 -0.29
66 P -0.59 -2.99 1.39
67 O -0.66 -1.51 1.40
68 O -1.88 -3.59 2.02
69 C -2.16 -4.91 2.64
70 C -1.64 -4.92 4.06
71 C -1.63 -6.05 1.80
72 O 0.66 -3.60 2.11
73 C 1.59 -2.94 3.05
74 C 0.85 -2.44 4.28
75 C 2.38 -1.87 2.34
76 O 2.15 -3.53 -1.03
77 C 2.48 -4.95 -1.22
78 C 2.75 -5.55 0.14
79 C 3.68 -5.01 -2.14
80 H 1.45 -4.10 -5.83
81 H -0.04 -4.69 -5.09
82 H 1.53 -5.13 -4.40
83 H 1.92 -2.75 -3.77
84 H -0.90 -2.32 -4.86
85 H 0.57 -1.65 -5.57
86 H 0.05 -1.11 -3.96
87 H -0.32 -4.73 -0.24
88 H -1.47 -3.50 -0.75
89 H -3.25 -4.92 2.64
90 H -0.56 -4.96 4.08
91 H -2.03 -5.81 4.56
92 H -1.99 -4.04 4.60
93 H -0.54 -6.05 1.78
94 H -2.02 -6.02 0.78
95 H -1.95 -6.99 2.25
96 H 2.25 -3.76 3.32
97 H 0.16 -1.64 4.01
98 H 1.58 -2.05 4.99
99 H 0.30 -3.25 4.76
100 H 1.74 -1.01 2.11
101 H 2.81 -2.24 1.41
102 H 3.19 -1.53 2.99
103 H 1.63 -5.44 -1.69
104 H 3.60 -5.05 0.61
105 H 3.00 -6.61 0.04
106 H 1.89 -5.46 0.80
107 H 4.53 -4.49 -1.69
108 H 3.47 -4.55 -3.10
109 H 3.96 -6.05 -2.31

Mulliken population analysis, charges in e, atoms 1 to 8:
1. Ba 1.275
2. C -0.407
3. C -0.399
4. C -0.295
5. C -0.543
6. C -0.505
7. C -0.285
8. H 0.558


A gas-phase ion, C3H8N3O (charge +1) at a distorted geometry, computed with ωB97M-V/def2-TZVPD.

Its HOMO energy is -14.75 eV. Its orbital gap is 10.986 eV. Its charge is +1. The energy above the lowest of the compared OMol25 structures with the same formula, charge and spin comes out at 1.489 eV. As for the structure (SMILES): [H]/N=C/[C@@H](O)C(N)=[NH2+]. The value obtained for the total energy is -9750.9750 eV.

Element x y z (Å)
1 C 0.84 0.20 0.05
2 C -0.45 -0.21 0.75
3 C -1.56 -0.30 -0.24
4 N 2.04 -0.23 0.47
5 N 0.64 1.13 -0.81
6 N -1.84 0.48 -1.19
7 O -0.10 -1.34 1.39
8 H -0.46 0.74 1.33
9 H -2.39 -1.00 0.16
10 H 2.85 0.40 0.24
11 H -0.34 1.10 -1.19
12 H 1.45 1.50 -1.27
13 H 2.20 -0.76 1.29
14 H -2.64 0.43 -1.79
15 H -0.25 -2.15 0.83

natural (NBO) population analysis, charges in e, atoms 1 to 8:
1. C 0.550
2. C -0.027
3. C 0.126
4. N -0.734
5. N -0.720
6. N -0.612
7. O -0.682
8. H 0.263


A molecular structure, C5H8O2, computed with ωB97M-V/def2-TZVPD.

Its HOMO energy is -10.43 eV. Its orbital gap is 11.154 eV. The energy above the lowest of the compared OMol25 structures with the same formula, charge and spin comes out at 0.148 eV. The value obtained for the total energy is -9409.6843 eV.

Element x y z (Å)
1 C 0.43 -0.26 -1.47
2 C 0.00 -0.19 -0.02
3 C 0.59 -1.28 0.84
4 C -0.04 1.23 0.57
5 C -1.53 1.11 0.35
6 O -2.49 1.82 0.39
7 O -1.48 -0.21 0.01
8 H -0.07 0.51 -2.06
9 H 1.51 -0.13 -1.57
10 H 0.16 -1.24 -1.88
11 H 0.22 -1.22 1.87
12 H 0.34 -2.26 0.43
13 H 1.68 -1.18 0.86
14 H 0.21 1.28 1.64
15 H 0.48 2.03 0.03

natural (NBO) population analysis, charges in e, atoms 1 to 8:
1. C -0.630
2. C 0.255
3. C -0.629
4. C -0.551
5. C 0.796
6. O -0.547
7. O -0.499
8. H 0.221


Please write out number 1 again, unchanged.
A gas-phase ion, C5H8O2P (charge -1) at a distorted geometry, computed with ωB97M-V/def2-TZVPD.

Its HOMO energy is -4.79 eV. Its orbital gap is 8.500 eV. Its charge is -1. The energy above the lowest of the compared OMol25 structures with the same formula, charge and spin comes out at 2.198 eV. As for the structure (SMILES): O=[P@@H]([O-])CCC1=CC1. The value obtained for the total energy is -18697.9170 eV.

Element x y z (Å)
1 C -0.89 -2.11 -0.99
2 C -0.63 -1.15 -0.17
3 C 0.31 -0.24 0.53
4 C 0.14 1.24 0.50
5 C -2.03 -1.72 -0.13
6 O 2.83 1.91 0.83
7 O 2.01 1.17 -1.41
8 P 1.74 1.90 -0.18
9 H -0.68 -2.66 -1.75
10 H 0.30 -0.67 1.58
11 H 1.33 -0.34 0.05
12 H -0.77 1.40 -0.08
13 H 0.11 1.73 1.44
14 H 1.30 3.20 -0.55
15 H -2.15 -2.48 0.60
16 H -2.92 -1.18 -0.27

natural (NBO) population analysis, charges in e, atoms 1 to 8:
1. C -0.217
2. C 0.121
3. C -0.470
4. C -0.790
5. C -0.471
6. O -1.179
7. O -1.197
8. P 2.044